{
  "formula": "C22H32N4O4S",
  "method": "ωB97M-V/def2-TZVPD",
  "symbols": ["C", "C", "N", "C", "C", "C", "C", "N", "C", "C", "C", "C", "C", "C", "C", "C", "C", "N", "C", "O", "O", "C", "O", "C", "S", "N", "C", "C", "C", "O", "C", "H", "H", "H", "H", "H", "H", "H", "H", "H", "H", "H", "H", "H", "H", "H", "H", "H", "H", "H", "H", "H", "H", "H", "H", "H", "H", "H", "H", "H", "H", "H", "H"],
  "positions_angstrom": [[-1.19, -3.76, -2.73], [-1.70, -3.80, -1.30], [-0.70, -3.35, -0.34], [0.53, -4.12, -0.32], [0.39, -5.63, -0.08], [-1.24, -3.10, 0.99], [-0.68, -1.80, 1.59], [-1.20, -0.62, 0.96], [-0.61, -0.29, -0.33], [0.69, 0.46, -0.16], [1.88, -0.18, -0.16], [3.11, 0.50, 0.06], [4.35, -0.17, 0.08], [5.47, 0.57, 0.30], [5.41, 1.97, 0.52], [4.22, 2.65, 0.51], [3.06, 1.90, 0.28], [1.84, 2.51, 0.25], [0.63, 1.89, 0.04], [-0.39, 2.57, 0.01], [6.66, 2.45, 0.72], [7.53, 1.34, 0.63], [6.78, 0.18, 0.37], [-2.33, -0.03, 1.43], [-3.23, -0.75, 2.63], [-2.70, 1.14, 0.87], [-3.89, 1.84, 1.29], [-4.42, 2.73, 0.16], [-3.56, 3.97, -0.06], [-4.10, 4.70, -1.14], [-3.36, 5.84, -1.46], [-0.44, -4.53, -2.92], [-2.02, -3.92, -3.41], [-0.75, -2.79, -2.95], [-2.07, -4.81, -1.07], [-2.54, -3.11, -1.21], [1.05, -3.96, -1.27], [1.16, -3.70, 0.47], [-0.18, -5.83, 0.83], [1.37, -6.08, 0.03], [-0.12, -6.11, -0.91], [-2.32, -3.00, 0.94], [-1.02, -3.93, 1.68], [0.41, -1.78, 1.51], [-0.95, -1.77, 2.65], [-0.43, -1.24, -0.85], [-1.32, 0.31, -0.91], [1.92, -1.24, -0.35], [4.40, -1.23, -0.09], [4.18, 3.71, 0.68], [1.80, 3.51, 0.39], [8.08, 1.22, 1.58], [8.26, 1.50, -0.19], [-1.98, 1.71, 0.44], [-4.64, 1.09, 1.56], [-3.69, 2.45, 2.18], [-5.43, 3.05, 0.40], [-4.46, 2.15, -0.76], [-3.55, 4.59, 0.85], [-2.52, 3.69, -0.29], [-3.33, 6.54, -0.61], [-2.33, 5.58, -1.73], [-3.86, 6.31, -2.30]],
  "e_homo_ha": -0.275,
  "total_energy_ev": -48319.08794,
  "relative_energy_kj_mol": 195.3,
  "gap_ev": 7.5,
  "smiles": "CCN(CC)CCN(Cc1cc2cc3c(cc2[nH]c1=O)OCO3)C(=S)NCCCOC",
  "lumo_ev": 0.02,
  "max_force_ev_per_a": 1.3
}